1.
Formula: C22H38BCl30FO5
Source: OMol25
Level of theory: ωB97M-V/def2-TZVPD

Output
* electronic energy: -15167.811717 Eh
* lowest unoccupied orbital energy: -1.2568 eV

Atoms and positions in Å:
C: -0.837 -5.322 -1.974
O: -0.753 -4.348 -0.931
B: 0.462 -4.041 -0.398
O: 0.646 -4.235 0.951
C: 1.646 -3.500 -1.300
C: 2.666 -4.148 -1.887
C: 3.045 -5.587 -1.876
C: 3.075 -6.215 -0.480
F: 4.077 -7.169 -0.405
C: 3.469 -3.139 -2.649
O: 4.422 -3.352 -3.334
O: 2.920 -1.905 -2.445
C: 1.799 -2.066 -1.644
O: 1.138 -1.119 -1.330
H: 0.135 -5.532 -2.432
H: -1.496 -4.970 -2.768
H: -1.225 -6.253 -1.577
H: 0.961 -3.443 1.408
H: 2.411 -6.160 -2.558
H: 4.057 -5.665 -2.287
H: 3.265 -5.436 0.264
H: 2.109 -6.657 -0.222
C: 0.386 -8.416 2.198
Cl: -0.024 -8.477 0.476
Cl: 1.621 -7.205 2.550
H: -0.511 -8.164 2.750
H: 0.760 -9.388 2.494
C: -4.506 -7.245 -3.016
Cl: -2.820 -7.743 -2.792
Cl: -5.149 -6.440 -1.583
H: -4.550 -6.554 -3.849
H: -5.103 -8.127 -3.216
C: -0.408 0.959 -3.267
Cl: -1.669 0.389 -4.371
Cl: -0.930 2.363 -2.327
H: -0.154 0.155 -2.590
H: 0.456 1.249 -3.853
C: -1.993 -3.707 2.820
Cl: -3.725 -3.437 2.618
Cl: -1.130 -2.227 3.298
H: -1.849 -4.441 3.604
H: -1.577 -4.056 1.883
C: 0.363 5.521 -0.051
Cl: -1.391 5.425 -0.253
Cl: 0.963 7.158 -0.358
H: 0.609 5.249 0.967
H: 0.828 4.840 -0.755
C: 0.169 1.027 1.912
Cl: 1.067 1.132 3.434
Cl: 0.178 2.543 1.008
H: 0.624 0.261 1.293
H: -0.861 0.785 2.139
C: -8.421 -9.095 -1.878
Cl: -8.498 -7.335 -1.973
Cl: -7.491 -9.799 -3.212
H: -7.941 -9.368 -0.947
H: -9.428 -9.489 -1.923
C: 6.442 -2.277 0.116
Cl: 6.525 -0.899 1.212
Cl: 4.889 -3.123 0.236
H: 6.556 -1.922 -0.902
H: 7.231 -2.972 0.373
C: 10.563 -0.969 2.175
Cl: 9.714 -2.491 1.863
Cl: 11.189 -0.885 3.823
H: 11.396 -0.897 1.485
H: 9.865 -0.151 2.030
C: -3.566 0.480 4.212
Cl: -3.321 0.267 2.475
Cl: -5.279 0.565 4.635
H: -3.126 -0.370 4.721
H: -3.088 1.403 4.516
C: 9.347 3.460 2.146
Cl: 8.507 1.939 1.803
Cl: 9.965 3.518 3.797
H: 10.181 3.550 1.461
H: 8.645 4.273 2.007
C: -3.524 8.081 0.843
Cl: -5.280 8.021 0.625
Cl: -2.872 9.691 0.538
H: -3.290 7.801 1.864
H: -3.064 7.397 0.143
C: -6.617 10.496 3.150
Cl: -8.329 10.844 2.877
Cl: -5.699 11.953 3.552
H: -6.536 9.800 3.976
H: -6.203 10.066 2.247
C: -4.027 12.135 -2.411
Cl: -3.668 11.711 -4.090
Cl: -5.765 12.207 -2.098
H: -3.596 11.375 -1.772
H: -3.598 13.108 -2.205
C: -1.185 8.888 -3.044
Cl: -0.970 10.381 -2.123
Cl: -2.785 8.173 -2.798
H: -1.069 9.116 -4.097
H: -0.438 8.176 -2.714


2.
Formula: C22H38BClF5O13S
Source: OMol25
Level of theory: ωB97M-V/def2-TZVPD

Output
* electronic energy: -3221.642809 Eh
* lowest unoccupied orbital energy: 1.3667 eV
* charge: -1

Atoms and positions in Å:
C: 3.342 -2.500 4.393
C: 3.279 -2.454 2.869
O: 2.648 -3.621 2.370
C: 3.211 -4.187 1.197
C: 2.117 -4.747 0.292
C: 0.841 -3.906 0.226
C: 1.066 -2.407 -0.010
C: 1.150 -2.025 -1.507
C: 0.380 -0.782 -1.857
O: -0.792 -0.756 -1.997
O: 1.141 0.328 -2.133
C: 1.589 1.283 -1.202
C: 0.488 2.274 -0.831
C: -0.749 1.674 -0.140
C: -1.300 2.539 0.999
C: -2.185 1.748 1.965
C: -3.511 1.319 1.334
C: -4.508 0.723 2.343
C: -5.991 0.939 1.957
C: -6.773 -0.350 1.675
O: -7.299 -0.273 0.330
C: -7.538 -1.446 -0.283
C: -7.386 -1.345 -1.773
O: -7.816 -2.439 0.310
C: 2.480 0.739 -0.054
B: 2.168 1.184 1.428
O: 2.991 2.086 2.054
O: 1.126 0.575 2.104
S: 2.766 2.152 -2.400
O: 2.007 2.805 -3.418
O: 3.760 1.183 -2.735
C: 3.716 3.467 -1.429
F: 3.085 3.822 -0.297
F: 4.906 2.956 -1.108
C: 3.974 4.729 -2.278
F: 2.839 5.375 -2.526
F: 4.763 5.561 -1.575
F: 4.573 4.419 -3.404
H: 2.450 -2.056 4.841
H: 4.198 -1.919 4.751
H: 3.435 -3.529 4.745
H: 4.284 -2.341 2.444
H: 2.697 -1.571 2.559
H: 3.828 -3.454 0.659
H: 3.886 -5.008 1.484
H: 1.849 -5.747 0.655
H: 2.540 -4.895 -0.710
H: 0.285 -4.045 1.158
H: 0.213 -4.303 -0.579
H: 0.241 -1.853 0.454
H: 1.972 -2.076 0.505
H: 0.672 -2.812 -2.100
H: 2.178 -1.937 -1.865
H: 0.166 2.733 -1.772
H: 0.914 3.087 -0.233
H: -1.525 1.530 -0.897
H: -0.538 0.678 0.262
H: -0.457 2.972 1.557
H: -1.878 3.377 0.587
H: -1.628 0.854 2.278
H: -2.393 2.356 2.855
H: -3.969 2.200 0.865
H: -3.313 0.578 0.551
H: -4.320 1.157 3.332
H: -4.329 -0.355 2.419
H: -6.052 1.554 1.055
H: -6.493 1.481 2.762
H: -7.608 -0.486 2.368
H: -6.144 -1.241 1.745
H: -8.123 -1.991 -2.254
H: -6.387 -1.704 -2.036
H: -7.501 -0.319 -2.122
H: 2.455 -0.357 -0.072
H: 3.526 0.976 -0.273
H: 2.805 2.174 2.997
H: 0.754 1.100 2.823
O: 4.359 1.775 -5.962
Cl: 3.350 0.911 -6.535
O: 3.963 0.042 -7.519
O: 2.333 1.717 -7.174
O: 2.747 0.105 -5.498


3.
Formula: C22H38BF6HgN2O10P
Source: OMol25
Level of theory: ωB97M-V/def2-TZVPD

Output
* electronic energy: -2842.074890 Eh
* energy relative to the best compared isomer or geometry (same formula, charge and spin): 30.9 kcal per mole
* lowest unoccupied orbital energy: -2.0665 eV

Atoms and positions in Å:
Hg: 0.171 -0.582 -0.758
O: -0.008 1.600 -0.084
C: -0.349 2.676 0.394
O: -0.976 3.603 -0.242
B: -1.357 4.667 0.737
O: -0.886 4.172 2.068
C: -0.272 3.046 1.880
O: 0.114 2.302 2.764
O: -2.809 4.975 0.650
C: -2.984 6.202 0.097
O: -4.041 6.758 -0.082
C: -1.568 6.818 -0.098
O: -0.733 5.915 0.433
O: -1.315 7.960 -0.416
P: -0.489 -1.228 -3.720
F: -1.810 -0.570 -4.421
F: -1.375 -1.624 -2.400
F: -0.689 -2.703 -4.218
F: 0.893 -1.555 -2.795
F: 0.523 -0.782 -4.892
F: -0.296 0.225 -2.975
C: 2.716 1.047 -2.233
C: 3.610 0.611 -1.094
C: 4.010 1.970 -0.472
C: 4.671 1.817 0.894
C: 3.615 1.190 1.815
C: 3.080 -0.171 1.336
N: 2.795 -0.179 -0.113
O: 2.388 -1.437 -0.587
C: 4.119 -1.279 1.595
C: 1.864 -0.483 2.207
C: 4.848 -0.127 -1.585
H: 1.805 1.555 -1.916
H: 2.409 0.211 -2.866
H: 3.225 1.694 -2.949
H: 4.880 2.394 -0.977
H: 3.177 2.663 -0.369
H: 4.898 2.803 1.303
H: 5.599 1.249 0.966
H: 2.730 1.827 1.868
H: 4.090 1.115 2.793
H: 4.405 -1.158 2.643
H: 3.675 -2.275 1.567
H: 5.076 -1.242 1.077
H: 1.362 -1.403 1.882
H: 1.985 -0.673 3.272
H: 1.084 0.254 2.013
H: 4.690 -1.057 -2.131
H: 5.558 -0.330 -0.779
H: 5.501 0.544 -2.145
H: 3.172 -2.006 -0.608
C: -2.465 -3.500 1.884
C: -2.066 -3.081 0.466
C: -2.972 -3.694 -0.570
C: -4.295 -2.987 -0.712
C: -4.177 -1.464 -0.901
C: -3.318 -0.833 0.264
N: -2.049 -1.621 0.332
O: -1.113 -1.011 1.210
C: -3.078 0.668 -0.164
C: -4.120 -0.701 1.558
C: -0.633 -3.644 0.225
H: -1.863 -2.997 2.646
H: -3.488 -3.194 2.103
H: -2.338 -4.551 2.142
H: -2.413 -3.645 -1.505
H: -3.283 -4.681 -0.229
H: -4.808 -3.303 -1.624
H: -4.976 -3.292 0.084
H: -5.207 -1.109 -0.846
H: -3.798 -1.255 -1.900
H: -2.483 0.722 -1.081
H: -2.561 1.230 0.613
H: -3.939 1.252 -0.488
H: -4.838 0.120 1.553
H: -3.427 -0.473 2.369
H: -4.802 -1.534 1.741
H: -0.724 -4.708 0.012
H: -0.245 -3.196 -0.694
H: 0.044 -3.398 1.042
H: -1.352 -1.115 2.142


4.
Formula: C22H38BN2O10Tl
Source: OMol25
Level of theory: ωB97M-V/def2-TZVPD

Output
* electronic energy: -1919.695037 Eh
* energy relative to the best compared isomer or geometry (same formula, charge and spin): 0.0 kcal per mole
* lowest unoccupied orbital energy: -12.2561 eV
* charge: +2

Atoms and positions in Å:
Tl: -5.010 -24.684 -25.659
O: -3.319 -24.707 -30.406
C: -3.275 -25.889 -30.222
O: -3.031 -26.862 -31.075
B: -3.307 -28.155 -30.419
O: -3.455 -27.865 -29.003
C: -3.573 -26.562 -28.853
O: -3.841 -25.978 -27.842
O: -2.244 -29.137 -30.740
C: -2.560 -29.819 -31.804
O: -1.953 -30.554 -32.484
C: -4.211 -29.571 -31.984
O: -4.532 -28.763 -31.009
O: -4.851 -30.019 -32.856
C: -1.779 -21.920 -28.591
C: -2.389 -22.223 -27.200
C: -1.902 -21.130 -26.256
C: -2.612 -19.794 -26.386
C: -4.102 -20.038 -26.209
C: -4.644 -21.036 -27.223
N: -3.869 -22.276 -27.173
O: -4.332 -23.215 -28.101
C: -6.091 -21.345 -26.763
C: -4.748 -20.437 -28.637
C: -1.836 -23.581 -26.767
H: -2.238 -22.412 -29.456
H: -0.756 -22.303 -28.598
H: -1.722 -20.860 -28.825
H: -2.106 -21.503 -25.239
H: -0.819 -21.021 -26.307
H: -2.439 -19.322 -27.360
H: -2.179 -19.095 -25.672
H: -4.677 -19.122 -26.379
H: -4.324 -20.273 -25.164
H: -6.207 -21.318 -25.681
H: -6.816 -20.659 -27.201
H: -6.408 -22.324 -27.143
H: -5.416 -21.038 -29.248
H: -4.975 -19.374 -28.619
H: -3.771 -20.459 -29.124
H: -1.818 -24.289 -27.593
H: -2.366 -24.040 -25.921
H: -0.827 -23.436 -26.374
H: -3.908 -23.003 -28.954
C: -2.219 -29.392 -23.939
C: -3.106 -28.207 -23.508
C: -3.360 -28.266 -21.987
C: -2.161 -27.863 -21.153
C: -1.694 -26.491 -21.561
C: -1.388 -26.326 -23.075
N: -2.474 -26.940 -23.813
O: -2.575 -26.544 -25.104
C: -1.263 -24.859 -23.406
C: -0.063 -27.053 -23.403
C: -4.469 -28.289 -24.217
H: -1.341 -29.535 -23.317
H: -1.785 -29.209 -24.936
H: -2.806 -30.300 -24.064
H: -4.180 -27.571 -21.771
H: -3.777 -29.238 -21.728
H: -1.392 -28.632 -21.090
H: -2.558 -27.786 -20.135
H: -0.781 -26.245 -21.017
H: -2.436 -25.722 -21.331
H: -0.709 -24.306 -22.651
H: -0.750 -24.708 -24.361
H: -2.224 -24.352 -23.540
H: 0.093 -27.214 -24.472
H: 0.745 -26.411 -23.041
H: 0.085 -27.998 -22.885
H: -4.331 -28.611 -25.251
H: -5.010 -27.347 -24.135
H: -5.108 -29.040 -23.754
H: -1.980 -27.065 -25.681


5.
Formula: C22H38Br2ClIrN2O9SSi
Source: OMol25
Level of theory: ωB97M-V/def2-TZVPD

Output
* electronic energy: -8047.899985 Eh
* energy relative to the best compared isomer or geometry (same formula, charge and spin): 11.8 kcal per mole
* lowest unoccupied orbital energy (spin up / spin down): -4.8880 / -4.5777 eV
* multiplicity: 2
* charge: +1

Atoms and positions in Å:
Ir: 1.864 -0.460 0.108
C: -1.616 -0.537 3.051
C: -0.975 0.524 2.172
C: 0.217 1.154 2.865
C: -1.983 1.584 1.759
O: -0.449 -0.103 0.944
Si: -1.175 -1.138 -0.126
S: 0.485 -1.397 -1.484
O: -1.379 -2.527 0.693
C: -2.064 -3.782 0.410
C: -2.613 -3.802 -1.007
C: -1.025 -4.877 0.598
C: -3.183 -3.899 1.432
O: -2.535 -0.632 -0.796
C: -2.919 0.176 -1.950
C: -2.061 1.429 -2.012
C: -4.381 0.521 -1.727
C: -2.739 -0.674 -3.197
H: -1.940 -0.080 3.986
H: -0.907 -1.332 3.281
H: -2.489 -0.980 2.570
H: -0.110 1.636 3.787
H: 0.679 1.912 2.232
H: 0.967 0.403 3.114
H: -2.370 2.087 2.647
H: -2.823 1.139 1.225
H: -1.510 2.331 1.121
H: -1.816 -3.641 -1.739
H: -3.379 -3.041 -1.142
H: -3.057 -4.777 -1.209
H: -0.234 -4.786 -0.150
H: -1.482 -5.859 0.478
H: -0.592 -4.826 1.598
H: -3.896 -3.083 1.305
H: -2.780 -3.859 2.445
H: -3.714 -4.842 1.306
H: -2.176 2.020 -1.104
H: -2.367 2.045 -2.858
H: -1.008 1.170 -2.140
H: -4.503 1.102 -0.812
H: -4.980 -0.387 -1.646
H: -4.757 1.112 -2.562
H: -1.689 -0.939 -3.340
H: -3.066 -0.118 -4.076
H: -3.330 -1.588 -3.130
Br: 3.787 -0.578 -2.247
C: 4.949 -2.099 -2.027
Br: 3.960 -3.732 -1.785
H: 5.547 -1.931 -1.144
H: 5.526 -2.193 -2.938
N: 1.688 -2.505 0.696
H: 0.709 -2.801 0.747
H: 2.114 -2.594 1.615
H: 2.184 -3.099 0.030
O: 2.621 1.442 0.482
C: 1.973 2.003 -0.458
O: 1.324 1.180 -1.166
C: 1.943 3.446 -0.682
C: 2.789 4.296 0.028
C: 2.722 5.662 -0.186
C: 1.809 6.180 -1.095
C: 0.977 5.311 -1.778
C: 1.026 3.946 -1.600
N: -0.013 5.858 -2.732
O: 0.008 7.052 -2.927
O: -0.746 5.063 -3.282
H: 3.491 3.880 0.739
H: 3.378 6.329 0.354
H: 1.731 7.242 -1.278
H: 0.364 3.297 -2.153
Cl: 6.549 -0.835 3.076
C: 4.808 -0.574 3.107
C: 4.145 -0.889 1.780
O: 4.690 -1.357 0.816
O: 2.840 -0.636 1.848
H: 4.602 0.463 3.362
H: 4.369 -1.203 3.878